Entry 1:
Below is a structure of composition C8H16Cl2OTb at a distorted geometry, with properties calculated with ωB97M-V with the def2-TZVPD basis set.

For the orbital gap (alpha / beta), the calculation gives 0.138 / 0.142 hartree. The max |F| comes out at 6.586 eV/Å. The value obtained for the HOMO energy (alpha / beta) is -0.0370 / -0.0410 hartree. For the total energy, the calculation gives -58082.033 eV. Its expectation value of S² is 12.71. The energy above the lowest of the compared OMol25 structures with the same formula, charge and spin comes out at 10.52 kcal/mol. The calculation puts the LUMO energy (alpha / beta) at 2.741 / 2.740 eV.

```
! RIJCOSX wB97M-V def2-TZVPD def2/J DEFGRID3
* xyz -1 7
Tb -0.24374 -0.44674 1.26875
Cl -1.67678 1.44473 0.76280
Cl 0.17258 -2.83515 0.89008
C -2.29506 -1.06250 -1.15607
H -2.37756 -1.97919 -0.55830
H -3.22232 -0.55075 -1.43606
C 1.76181 0.37008 0.77038
C -1.09845 -0.58483 -1.53614
H 2.38519 0.68788 1.62871
C -0.88787 0.65785 -2.35397
H -0.16821 -1.12593 -1.24684
C 0.59682 0.93281 -2.65262
H -1.45517 0.58155 -3.29667
H -1.30325 1.51464 -1.79175
C 1.36483 1.48875 -1.43842
H 1.06751 0.01377 -3.01697
H 0.65192 1.67293 -3.46105
C 2.09080 0.37873 -0.57714
H 2.15423 2.16247 -1.79753
H 0.69259 2.07001 -0.79989
H 1.96765 -0.59392 -1.06704
H 3.15502 0.61454 -0.55261
C -0.92664 -1.00297 3.97862
O 0.16325 -0.19759 3.46350
H -1.85720 -0.62312 3.52721
H -0.94895 -0.86145 5.05797
H -0.78198 -2.05341 3.70934
H 1.01897 -0.67319 3.68170
*
```

Entry 2:
Below is a cluster of 4 separate species, C8H16Cl8 in total at a distorted geometry, with properties calculated with ωB97M-V with the def2-TZVPD basis set.

For the orbital gap, the calculation gives 0.407 hartree. Its SMILES is ClCCCl.ClCCCl.ClCCCl.ClCCCl. The max |F| comes out at 2.204 eV/Å. The value obtained for the HOMO energy is -0.3969 hartree. For the total energy, the calculation gives -108734.774 eV. The energy above the lowest of the compared OMol25 structures with the same formula, charge and spin comes out at 29.74 kcal/mol. The calculation puts the LUMO energy at 0.274 eV.

```
! RIJCOSX wB97M-V def2-TZVPD def2/J DEFGRID3
* xyz 0 1
Cl -1.86290 -6.60553 -4.26423
C -1.35049 -4.92603 -4.40042
C -1.71867 -4.05682 -3.13753
Cl -1.43664 -2.34791 -3.28156
H -1.84891 -4.57681 -5.30470
H -0.26215 -4.93917 -4.45900
H -1.28072 -4.32268 -2.17545
H -2.80006 -4.16824 -3.05828
Cl -6.57508 4.68905 -3.32887
C -4.95951 4.41159 -4.12754
C -5.00604 3.41067 -5.33666
Cl -6.16090 3.89851 -6.65666
H -4.24173 4.00904 -3.41279
H -4.53225 5.35756 -4.46025
H -5.37008 2.45380 -4.96251
H -4.03804 3.19212 -5.78759
Cl 6.01098 -0.64549 5.00851
C 7.19033 -1.36827 6.08194
C 8.67262 -0.97935 5.84338
Cl 9.38900 -1.81113 4.45055
H 7.11492 -2.45139 5.98569
H 6.87444 -1.22529 7.11532
H 9.34028 -1.40107 6.59472
H 8.82227 0.09747 5.76488
Cl -3.30738 1.86003 1.82443
C -1.50755 2.16973 1.98422
C -0.81742 1.38440 3.14329
Cl -1.04775 1.99427 4.81722
H -1.47300 3.21343 2.29663
H -1.04869 1.92104 1.02729
H 0.26561 1.44562 3.03651
H -1.03449 0.31684 3.17948
*
```

Entry 3:
Below is a structure of composition C8H16CsO2 at a distorted geometry, with properties calculated with ωB97M-V with the def2-TZVPD basis set.

For the orbital gap, the calculation gives 0.326 hartree. The max |F| comes out at 1.726 eV/Å. The value obtained for the HOMO energy is -0.4532 hartree. For the total energy, the calculation gives -13192.357 eV. The calculation puts the LUMO energy at -3.458 eV.

```
! RIJCOSX wB97M-V def2-TZVPD def2/J DEFGRID3
* xyz 1 1
Cs 20.86191 -18.97308 -14.86803
C 18.96124 -23.80385 -14.04334
C 20.47791 -24.04055 -14.01548
C 21.05951 -22.63168 -14.03981
O 19.99409 -21.73788 -14.47077
C 18.84195 -22.51016 -14.80502
H 18.58622 -23.71274 -13.02157
H 18.43947 -24.65353 -14.47834
H 20.82083 -24.60434 -14.88378
H 20.75943 -24.60974 -13.13169
H 21.85181 -22.46251 -14.77399
H 21.44460 -22.37851 -13.04828
H 18.73342 -22.66943 -15.88364
H 17.92668 -21.97075 -14.53398
C 17.99818 -20.09137 -11.39572
C 18.14962 -19.38963 -12.72210
C 16.70872 -19.09886 -13.18509
O 15.90271 -20.02640 -12.44072
C 16.72659 -20.89043 -11.64990
H 17.86042 -19.33013 -10.62451
H 18.83511 -20.74645 -11.15238
H 18.57926 -20.12528 -13.41626
H 18.81008 -18.52083 -12.78199
H 16.59730 -19.21419 -14.26024
H 16.38294 -18.13173 -12.80156
H 16.93726 -21.80692 -12.21049
H 16.17759 -21.13944 -10.74661
*
```

Entry 4:
Below is a structure of composition C8H16F12N2O12S4V at a distorted geometry, with properties calculated with ωB97M-V with the def2-TZVPD basis set.

For the orbital gap (alpha / beta), the calculation gives 0.347 / 0.398 hartree. The max |F| comes out at 7.135 eV/Å. The value obtained for the HOMO energy (alpha / beta) is -0.3479 / -0.4032 hartree. For the total energy, the calculation gives -137739.069 eV. Its expectation value of S² is 3.75. The calculation puts the LUMO energy (alpha / beta) at -0.027 / -0.138 eV.

```
! RIJCOSX wB97M-V def2-TZVPD def2/J DEFGRID3
* xyz 0 4
V 0.26923 -0.33339 -0.27365
C 2.17347 3.74945 -0.42230
F 1.66080 4.43218 0.63531
F 2.94847 4.45827 -1.19965
F 2.91814 2.75668 0.05255
S 0.76024 3.01248 -1.52867
O -0.40085 3.17557 -0.70926
O 0.71240 3.57336 -2.84693
N 0.95977 1.19721 -1.54915
S 2.09020 0.99291 -2.57269
O 3.02591 2.11231 -2.87805
O 2.71656 -0.31117 -2.28612
C 0.94615 0.74533 -4.15352
F 1.60340 -0.18648 -4.98879
F -0.24857 0.13217 -3.86808
F 0.57880 1.92786 -4.75935
C 2.86886 -3.42147 0.47907
F 1.92861 -4.47297 0.52073
F 4.12608 -3.78645 0.83085
F 2.89383 -3.02565 -0.76839
S 2.22745 -1.96515 1.49111
O 2.64824 -2.17681 2.85333
O 2.70547 -0.74198 0.86624
N 0.58756 -1.94534 1.11890
S -0.02016 -2.91886 2.20053
O -1.32599 -3.38440 1.68350
O 0.73959 -4.01768 2.73625
C -0.51689 -1.72548 3.79551
F 0.49438 -1.02545 4.28254
F -1.39845 -0.83094 3.45596
F -0.93639 -2.46688 4.82171
C -3.97095 2.58185 1.12570
O -4.00617 1.17479 1.08061
H -3.74268 2.92488 2.13481
H -3.19124 2.78706 0.39218
H -4.84583 3.11248 0.75006
H -4.73588 0.81597 1.59088
C -0.68209 -2.92426 -1.77911
O 0.10888 -1.71817 -2.00591
H -1.50416 -3.03757 -2.48584
H 0.05394 -3.67962 -2.05442
H -0.84349 -3.20562 -0.73850
H 0.70670 -1.86231 -2.74310
C 0.41052 1.83586 2.56938
O 0.07946 1.22394 1.35971
H 1.11021 1.21040 3.12374
H 0.85980 2.78938 2.29177
H -0.41048 2.01025 3.26482
H -0.56203 1.80095 0.93882
C -2.41286 -0.09375 -1.29725
O -1.94267 -0.56945 -0.03769
H -3.42589 0.29724 -1.39208
H -1.74991 0.70355 -1.63327
H -2.31989 -0.94763 -1.96833
H -2.71935 -0.75927 0.49366
*
```

Entry 5:
Below is a structure of composition C8H16FKO6 at a distorted geometry, with properties calculated with ωB97M-V with the def2-TZVPD basis set.

For the orbital gap, the calculation gives 0.283 hartree. The max |F| comes out at 2.609 eV/Å. The value obtained for the HOMO energy is -0.3220 hartree. For the total energy, the calculation gives -39882.896 eV. The energy above the lowest of the compared OMol25 structures with the same formula, charge and spin comes out at 0.00 kcal/mol. The calculation puts the LUMO energy at -1.051 eV.

```
! RIJCOSX wB97M-V def2-TZVPD def2/J DEFGRID3
* xyz 0 1
K 28.23962 -21.53451 -2.52814
F 27.06938 -23.02107 -4.39665
C 26.05036 -26.66176 -12.32047
C 25.60681 -27.03014 -10.90671
O 26.27627 -26.05344 -10.08115
C 26.20834 -26.18834 -8.77149
O 25.34112 -26.74268 -8.14681
O 27.25071 -25.52608 -8.24698
C 27.20635 -25.27574 -6.85443
H 25.78615 -27.49469 -12.97420
H 27.12744 -26.50554 -12.34739
H 25.61437 -25.71690 -12.64046
H 25.90817 -28.05700 -10.69698
H 24.52035 -27.02775 -10.83161
H 28.03183 -24.72363 -6.42509
H 27.03549 -26.19341 -6.27888
H 26.27746 -24.77816 -6.57138
C 24.04314 -22.90696 -6.32889
C 24.67967 -21.65123 -6.87324
O 23.83753 -20.52588 -6.65900
C 23.20255 -20.01205 -7.73860
O 23.38226 -20.32083 -8.87888
O 22.41044 -19.06341 -7.26222
C 21.55361 -18.42917 -8.21026
H 24.45887 -23.83295 -6.72240
H 22.99598 -22.90203 -6.65281
H 24.03028 -23.05586 -5.24745
H 24.77914 -21.91765 -7.92900
H 25.66005 -21.43754 -6.45021
H 22.00237 -17.45787 -8.42675
H 20.56932 -18.21137 -7.80199
H 21.44853 -18.99778 -9.12950
*
```

Entry 6:
Below is a structure of composition C8H16IN at a distorted geometry, with properties calculated with ωB97M-V with the def2-TZVPD basis set.

For the orbital gap (alpha / beta), the calculation gives 0.274 / 0.278 hartree. The max |F| comes out at 6.073 eV/Å. The value obtained for the HOMO energy (alpha / beta) is -0.2780 / -0.2828 hartree. For the total energy, the calculation gives -18141.075 eV. The energy above the lowest of the compared OMol25 structures with the same formula, charge and spin comes out at 73.93 kcal/mol. The calculation puts the LUMO energy (alpha / beta) at -0.095 / -0.118 eV.

```
! RIJCOSX wB97M-V def2-TZVPD def2/J DEFGRID3
* xyz 0 1
C -2.61897 1.75711 1.18663
C 1.17749 0.18184 -2.57842
C 1.41164 0.35058 1.77136
C 1.01692 -1.82269 0.53931
C -0.21558 -0.07203 -1.79040
C -2.04175 -0.47841 0.93064
C 1.16000 -0.28482 0.43482
C -0.04291 0.26816 -0.34508
N -2.26746 0.56779 1.62327
I -0.23627 2.38769 -0.13246
H -2.68873 2.51770 1.86306
H -3.09561 1.98735 0.15437
H 1.95626 -0.63620 -2.62581
H 0.73656 0.38692 -3.55500
H 1.67171 0.99729 -2.13717
H 1.77466 1.40124 1.65229
H 2.04100 -0.42571 2.25280
H 0.39049 0.45851 2.27074
H 1.28627 -2.26599 -0.43291
H 1.85172 -2.37190 1.08125
H 0.07218 -2.19014 1.04412
H -0.51439 -1.06584 -1.82268
H -1.04844 0.50584 -2.20183
H -2.36145 -0.66768 -0.21298
H -1.39458 -1.31702 1.36985
H 1.97925 -0.16961 -0.33977
*
```